ORCA calculation (ωB97M-V with the def2-TZVPD basis set) on a molecular structure, C5H8N2O in a non-equilibrium geometry.

Geometry as XYZ:
```
16
C5H8N2O (ωB97M-V with the def2-TZVPD basis set)
C 0.21 0.63 0.55
C -1.24 1.16 0.40
C -1.37 -0.36 0.04
C -0.32 -0.67 1.19
C -0.32 -0.66 -1.12
H 2.13 0.26 -2.23
H 2.57 -1.02 -0.60
H 1.06 1.16 1.08
H -1.51 1.42 1.42
H -1.51 1.97 -0.30
H -2.37 -1.06 0.08
H 0.46 -1.28 0.95
H -0.36 -0.70 2.39
N 2.15 0.22 -1.02
N 0.74 0.23 -0.73
O -0.32 -1.31 -2.09
```

Properties
Kohn-Sham gap = 9.5 eV
energy relative to the best compared isomer or geometry (same formula, charge and spin) = 134.9 kcal per mole
maximum force = 0.101 Eh/bohr

***

ORCA calculation (ωB97M-V with the def2-TZVPD basis set) on a single C5H8N2O2 molecule in a non-equilibrium geometry.

Geometry as XYZ:
```
17
C5H8N2O2 (ωB97M-V with the def2-TZVPD basis set)
C -1.44 -0.58 -0.86
C -0.19 -0.47 -0.01
C 0.20 -1.29 1.17
C 1.06 -1.19 -0.16
C 0.23 0.99 0.12
H -2.07 0.52 0.46
H -1.61 -1.68 -1.06
H -1.22 0.22 -1.70
H 0.81 -1.23 2.05
H -0.35 -2.16 1.22
H 1.33 -2.39 -0.52
H 3.39 -0.08 -0.16
H 1.65 1.88 -0.71
N 2.18 -0.16 -0.52
N 1.47 1.11 -0.10
O -2.59 -0.16 -0.12
O -0.75 1.85 0.52
```

Properties
SMILES string = O=C1NN[C@H]2C[C@@]12CO
Kohn-Sham gap = 9.6 eV
energy relative to the best compared isomer or geometry (same formula, charge and spin) = 164.9 kcal per mole
maximum force = 0.178 Eh/bohr

***

ORCA calculation (ωB97M-V with the def2-TZVPD basis set) on a single C5H8N2O2 molecule in a non-equilibrium geometry.

Geometry as XYZ:
```
17
C5H8N2O2 (ωB97M-V with the def2-TZVPD basis set)
C 0.52 -0.32 1.54
C 0.59 -0.44 -0.03
C 1.03 0.78 -0.57
C -1.75 -0.21 -0.20
C -0.59 -0.84 -0.90
H -0.46 -0.71 1.90
H 1.58 -0.94 1.73
H 0.75 0.89 1.82
H 1.63 0.59 -1.43
H 1.78 1.19 0.15
H -1.89 2.09 0.24
H -0.53 -0.45 -1.86
H 1.01 -2.05 -1.36
N -1.21 1.16 0.23
N 0.52 -1.70 -0.58
O -0.19 1.63 -0.74
O -2.80 -0.67 0.04
```

Properties
SMILES string = C[C@]12CONC(=O)[C@@H]1N2
Kohn-Sham gap = 9.7 eV
energy relative to the best compared isomer or geometry (same formula, charge and spin) = 180.8 kcal per mole
maximum force = 0.079 Eh/bohr

***

ORCA calculation (ωB97M-V with the def2-TZVPD basis set) on a single C5H8N2O2 molecule in a non-equilibrium geometry.

Geometry as XYZ:
```
17
C5H8N2O2 (ωB97M-V with the def2-TZVPD basis set)
C 2.58 -0.17 -0.31
C -0.53 0.69 0.81
C -2.17 0.15 0.97
C -1.20 -0.49 0.15
C 0.42 -0.45 -1.25
H 2.95 -0.39 0.64
H 2.67 0.80 -0.63
H 3.00 -1.07 -1.02
H -0.65 1.83 0.53
H -2.38 -0.31 1.96
H -3.00 0.78 -0.50
H -0.51 -1.22 0.69
H 0.82 -0.62 -2.23
N 1.17 -0.61 -0.06
N -0.84 -0.39 -1.19
O 0.65 0.40 1.01
O -2.99 1.07 0.43
```

Properties
SMILES string = CN1C=N[C@@H]2[C@H](O)[C@H]2O1
Kohn-Sham gap = 8.4 eV
energy relative to the best compared isomer or geometry (same formula, charge and spin) = 196.2 kcal per mole
maximum force = 0.153 Eh/bohr

***

Q: Which value of maximum force does entry 2 give?
A: 0.178 Eh/bohr

***

Q: Among the records above, which one has the highest energy relative to the best compared isomer or geometry (same formula, charge and spin)?
A: number 4

***

Q: Which value of maximum force does entry 2 give?
A: 0.178 Eh/bohr